--- w ---
The following is a quantum chemistry calculation of a molecular structure, C26H44EuGeN3P2S5SbSe, from the Open Molecules 2025 dataset.

Structure (ORCA input):
```
! RIJCOSX wB97M-V def2-TZVPD def2/J DEFGRID3
* xyz -1 7
Eu 13.75211 12.81752 9.17079
C 11.68637 13.73354 12.62843
P 12.52309 14.60115 11.24324
C 11.54988 16.13398 10.86381
C 13.95058 15.50307 12.19790
C 14.66189 16.25248 11.12656
P 15.53054 15.05735 9.99152
C 17.07506 14.67496 10.83128
C 16.12358 16.22718 8.70150
H 11.24421 14.35671 13.41446
H 12.19947 12.81790 12.98834
H 10.84083 13.20913 12.11181
H 11.42637 16.81303 11.75054
H 10.57146 15.78830 10.49700
H 11.94718 16.79544 10.12560
H 14.63381 14.82651 12.75435
H 13.50150 16.18469 12.90444
H 15.49954 16.89270 11.51602
H 14.13473 16.99982 10.60718
H 17.46665 15.44421 11.41059
H 17.79629 14.26995 10.07066
H 16.96805 13.81727 11.49042
H 16.45771 17.12703 9.21241
H 15.28628 16.58440 8.12320
H 16.92753 15.66682 8.19235
N 10.36216 10.41698 7.18985
C 9.40852 11.36480 6.86250
C 8.87811 11.39613 5.58288
C 8.01673 12.40085 5.17289
C 7.65478 13.37308 6.07535
C 8.28610 13.40126 7.31194
C 9.07619 12.35313 7.72802
S 9.87749 12.44246 9.30464
N 11.34928 11.66572 8.99126
C 11.33250 10.69596 8.09009
C 12.51037 9.74161 7.89940
C 12.50650 8.48988 7.35166
C 13.67438 7.83691 7.08741
C 14.87020 8.49174 7.35997
C 14.82171 9.76018 7.95463
N 13.65651 10.34968 8.29738
H 10.54441 9.71045 6.50563
H 9.32936 10.77811 4.85056
H 7.66402 12.40271 4.15850
H 6.93939 14.10814 5.67305
H 8.18533 14.21248 8.02074
H 11.63495 8.01422 7.00547
H 13.68094 6.93728 6.56650
H 15.88104 8.13144 7.06410
H 15.64514 10.32512 8.23109
S 12.79941 12.30176 5.54028
Sb 14.32396 13.85472 6.13016
S 15.94854 12.89447 7.56345
S 13.04276 15.00591 7.76820
S 15.41620 15.20529 4.69110
C 18.68214 7.67498 9.47504
C 19.14492 8.50893 10.68770
C 18.92417 10.07507 10.43664
C 17.44133 10.43443 10.26720
Ge 16.17605 10.09291 11.79506
C 15.69293 8.20912 11.75570
C 14.53180 7.80084 10.83706
C 14.04123 6.39258 11.17231
C 12.70792 6.00575 10.53990
H 18.93933 6.67651 9.78847
H 19.24907 7.89083 8.60282
H 17.63674 7.85404 9.26286
H 20.26804 8.40819 10.73935
H 18.74305 8.18846 11.62699
H 19.54074 10.37392 9.51821
H 19.24656 10.65463 11.27623
H 16.97738 9.80942 9.49661
H 17.32841 11.46656 9.96177
H 16.81427 10.32446 13.13105
H 15.40136 7.92897 12.72651
H 16.57449 7.58839 11.50891
H 14.81888 7.95138 9.80053
H 13.68210 8.46732 10.97617
H 13.87330 6.25592 12.23426
H 14.77327 5.62547 10.90549
H 11.91848 6.79285 10.62853
H 12.27592 5.08732 10.95863
H 12.88166 5.72958 9.46933
Se 14.29013 11.42749 11.83602
*
```

Values from the calculation:
Expectation value of S² = 12.019
Orbital gap (alpha / beta) = 6.211 / 6.229 eV
Lowest unoccupied orbital energy (alpha / beta) = 1.76 / 1.76 eV

---

--- x ---
The following is a quantum chemistry calculation of a molecular structure, C26H44EuGeN3P2S5SbSe, from the Open Molecules 2025 dataset.

Structure (ORCA input):
```
! RIJCOSX wB97M-V def2-TZVPD def2/J DEFGRID3
* xyz -1 7
Eu 1.98356 -0.73198 0.17781
C 1.16118 -4.17623 -2.98890
P 0.60127 -2.48792 -2.46266
C 0.15891 -1.69249 -4.07787
C -1.10358 -2.84467 -1.82375
C -1.09271 -3.81876 -0.62305
P 0.08349 -3.19722 0.69010
C 1.13697 -4.66649 0.92919
C -1.04643 -3.28348 2.11131
H 0.45708 -4.65045 -3.70149
H 1.26589 -4.76922 -2.06663
H 2.15723 -4.04123 -3.41409
H -0.45187 -2.31338 -4.72269
H 1.10294 -1.43265 -4.56217
H -0.34950 -0.76547 -3.79510
H -1.75558 -3.17517 -2.62207
H -1.48203 -1.84223 -1.51141
H -0.83793 -4.84065 -0.92069
H -2.10344 -3.88531 -0.18167
H 0.56763 -5.56759 1.16603
H 1.80262 -4.37692 1.76638
H 1.78421 -4.80406 0.07680
H -1.60229 -4.22246 2.07431
H -1.81703 -2.52648 2.07870
H -0.46597 -3.21091 3.01675
N 0.96302 2.32823 -3.49306
C -0.33773 2.21869 -3.99029
C -0.69957 2.57201 -5.27959
C -1.97940 2.36730 -5.73499
C -2.93406 1.82354 -4.90995
C -2.60701 1.50556 -3.58714
C -1.30908 1.68772 -3.12505
S -0.82194 1.37565 -1.45985
N 0.75712 0.79595 -1.72006
C 1.45232 1.38534 -2.60847
C 2.92674 1.10624 -2.62371
C 3.75972 1.44058 -3.69390
C 5.14526 1.29420 -3.53302
C 5.63204 0.80699 -2.34252
C 4.72986 0.48146 -1.35270
N 3.39950 0.60199 -1.48510
H 1.60908 2.77225 -4.11264
H 0.05280 2.91796 -5.96876
H -2.25968 2.64599 -6.72526
H -3.90763 1.63755 -5.33598
H -3.34371 1.03486 -2.92971
H 3.30453 1.75969 -4.61852
H 5.74589 1.54022 -4.39766
H 6.69733 0.63879 -2.20882
H 5.07555 0.09296 -0.40365
S 5.08580 -4.77924 2.23448
Sb 4.76618 -2.58922 1.63604
S 3.79522 -2.54899 -0.56077
S 2.72528 -1.69404 2.57972
S 6.31702 -0.90412 1.83789
C -2.04249 -0.29720 6.25833
C -1.14049 -0.05256 5.10204
C -1.86041 -0.01497 3.78053
C -0.96460 0.31579 2.60062
Ge -0.27267 2.15766 2.46930
C -1.65805 3.29713 1.61158
C -3.05781 3.23669 2.24997
C -3.37938 4.36103 3.23984
C -2.37251 4.55667 4.35524
H -1.46967 -0.26507 7.19388
H -2.49312 -1.31327 6.24167
H -2.84662 0.43073 6.31117
H -0.30231 -0.76958 5.07655
H -0.66362 0.90678 5.24639
H -2.69231 0.71489 3.85949
H -2.40027 -0.96104 3.62807
H -1.47580 0.10263 1.64838
H -0.08636 -0.34945 2.60001
H -0.02599 2.71731 3.92920
H -1.69810 2.93270 0.54788
H -1.29252 4.28952 1.53733
H -3.21420 2.30638 2.78305
H -3.86736 3.25182 1.48186
H -4.35580 4.10627 3.68723
H -3.52459 5.30116 2.68929
H -2.25143 3.63217 4.93166
H -2.75818 5.30793 5.04936
H -1.38469 4.86775 4.00586
Se 1.65631 2.23741 1.18405
*
```

Values from the calculation:
Expectation value of S² = 12.038
Orbital gap (alpha / beta) = 5.650 / 5.668 eV
Lowest unoccupied orbital energy (alpha / beta) = 1.32 / 1.33 eV

---

Which is the most stable structure? x is the most stable.

---

--- w ---
The following is a quantum chemistry calculation of a single C7H8O2 molecule, from the Open Molecules 2025 dataset.

Structure (ORCA input):
```
! RIJCOSX wB97M-V def2-TZVPD def2/J DEFGRID3
* xyz 0 1
C 0.48006 -3.06972 -0.19687
C 0.55727 -1.73985 -0.13726
C -0.57990 -0.81983 -0.17399
C -1.70946 -1.33342 -0.55866
O -2.73262 -1.78813 -0.94998
C -0.45625 0.52574 0.61606
C 0.31976 1.51762 -0.17490
C 0.64410 2.90779 0.25068
O -0.37970 2.70260 -0.68410
H 1.39773 -3.58864 -0.21104
H -0.51396 -3.44656 -0.22147
H 1.53477 -1.24352 -0.21088
H 0.01991 0.40139 1.60421
H -1.48503 1.04074 0.65949
H 1.10553 1.17213 -0.80872
H 0.25930 3.39518 1.18720
H 1.53850 3.36649 0.01024
*
```

Values from the calculation:
Orbital gap = 9.475 eV
Lowest unoccupied orbital energy = 0.86 eV

---

--- x ---
The following is a quantum chemistry calculation of a single C7H8O2 molecule, from the Open Molecules 2025 dataset.

Structure (ORCA input):
```
! RIJCOSX wB97M-V def2-TZVPD def2/J DEFGRID3
* xyz 0 1
C -3.06577 -0.55071 0.58366
C -1.93403 -0.18288 0.36136
C -0.69024 -0.16459 -0.91906
C 0.14312 -1.39752 -0.63513
O -0.07654 1.02048 -0.90224
C 0.69677 1.44620 0.45179
O 0.06496 0.98700 1.52812
C 2.07272 0.97640 0.32295
C 3.20922 0.60944 0.20917
H -4.03522 -0.86268 0.87700
H -1.32754 -0.23449 -1.80260
H 0.58689 -1.34528 0.35732
H 0.95781 -1.43650 -1.36055
H -0.47537 -2.28938 -0.70498
H 0.63146 2.53166 0.29041
H -0.97784 0.57421 1.25390
H 4.21960 0.31863 0.08888
*
```

Values from the calculation:
Orbital gap = 10.396 eV
Lowest unoccupied orbital energy = 0.22 eV

---

--- y ---
The following is a quantum chemistry calculation of a molecular structure, C7H8O2, from the Open Molecules 2025 dataset.

Structure (ORCA input):
```
! RIJCOSX wB97M-V def2-TZVPD def2/J DEFGRID3
* xyz 0 1
C 2.80405 -0.30838 0.13317
C 0.64912 0.50117 -0.11881
C 0.08736 -0.87272 -0.18991
C -1.20613 -0.96173 -0.01970
C -2.16089 0.04070 -0.02910
C -1.64660 1.34407 -0.07947
C -0.21025 1.55867 -0.05405
H 2.64179 -0.84469 1.05943
H 3.90037 0.05951 0.50368
H 2.94970 -1.13051 -0.92144
H 0.90744 -1.73346 -0.27572
H -1.79254 -2.15001 -0.03803
H -3.52323 -1.18180 -0.01759
H -2.27771 2.37906 0.23109
H 0.40954 2.56420 -0.15797
O 2.05882 0.74173 -0.10066
O -3.59084 -0.00579 0.07508
*
```

Values from the calculation:
Orbital gap = 9.139 eV
Lowest unoccupied orbital energy = 0.64 eV

---

Which is the most stable structure? w is the most stable.

---

--- w ---
The following is a quantum chemistry calculation of a molecular structure, C5H13N, from the Open Molecules 2025 dataset.

Structure (ORCA input):
```
! RIJCOSX wB97M-V def2-TZVPD def2/J DEFGRID3
* xyz 1 2
C -2.12134 -0.12653 -2.55797
N -0.53732 -0.48274 -0.30190
C 1.61066 -1.66510 0.90988
C 1.65745 -0.23338 1.06726
C -0.02946 0.62442 0.89690
C -0.07212 2.02822 0.69493
H -2.32676 0.33253 -1.51891
H -1.39170 0.48309 -3.01408
H -1.79888 -1.22753 -2.57981
H -3.14417 -0.18543 -3.03125
H 1.94015 -2.01889 -0.06878
H 0.02864 -1.23163 0.13276
H 1.53218 -2.34889 1.79587
H 1.93394 0.18961 2.10162
H 2.17152 0.19170 0.20977
H -0.35845 0.13663 -1.08887
H 0.10249 2.72132 -0.17265
H -0.56885 0.16136 1.82253
H -0.62993 2.40955 1.45910
*
```

Values from the calculation:
Expectation value of S² = 0.884
Orbital gap (alpha / beta) = 7.150 / 6.864 eV
Lowest unoccupied orbital energy (alpha / beta) = -6.90 / -7.29 eV

---

--- x ---
The following is a quantum chemistry calculation of 3 unconnected molecules or ions with the total composition C5H13N, from the Open Molecules 2025 dataset.

Structure (ORCA input):
```
! RIJCOSX wB97M-V def2-TZVPD def2/J DEFGRID3
* xyz 1 2
C 2.73203 0.17525 -0.48408
C 1.44969 0.57051 -0.23172
C 0.30005 -0.20557 -0.26449
C -0.95907 0.43678 0.13812
C 0.29373 -1.70530 -0.34693
N -2.51984 -1.43910 1.55134
H 2.96130 -0.85581 -0.71308
H 3.46317 0.97414 -0.60014
H 0.22944 4.05361 -1.12285
H 1.28004 1.63590 -0.13651
H -0.25887 4.15367 -0.58698
H -0.62758 1.44804 0.38495
H -1.75838 0.46811 -0.61946
H -1.48779 -0.32500 0.85759
H 1.25299 -2.13079 -0.03446
H -0.44844 -2.19836 0.25668
H 0.20796 -1.98525 -1.40620
H -2.90389 -1.30021 2.48393
H -3.20651 -1.77061 0.87428
*
```

Values from the calculation:
Expectation value of S² = 0.754
Orbital gap (alpha / beta) = 8.682 / 8.314 eV
Lowest unoccupied orbital energy (alpha / beta) = -6.15 / -6.25 eV

---

Which is the most stable structure? x is the most stable.